Entry 1:
The following is a quantum chemistry calculation of a cluster of 8 separate species, C50H53BF7I in total, from the Open Molecules 2025 dataset.

```
112
Properties=species:S:1:pos:R:3:forces:R:3:lowdin_charge:R:1
C 2.843498 -6.682246 7.665693 0.4 0.5 -0.7 -0.1405
C 3.365993 -5.710616 6.410452 -0.2 0.4 1.3 -0.2523
C 2.421039 -4.367524 6.415019 0.4 0.6 -1.2 -0.2303
C 1.017836 -4.546118 5.523519 0.7 0.6 -0.7 -0.2157
C -0.207060 -3.585845 6.037012 1.1 0.5 0.3 -0.2109
C -1.031490 -4.140376 7.339750 -1.1 -0.1 -0.2 -0.2067
C -1.227078 -5.766409 7.404432 -0.8 0.0 1.2 -0.2194
C -2.539485 -6.312876 6.523165 0.6 -1.8 0.5 -0.2529
B -2.270210 -6.332662 4.899965 -0.3 0.5 1.5 -0.6775
I -1.154733 -7.854209 3.778979 -0.5 0.7 0.7 0.7229
H 3.745142 -7.128390 8.266146 -1.8 0.7 -1.3 0.0700
H 2.228734 -5.997774 8.408823 1.1 -1.7 -1.6 0.0735
H 2.202467 -7.524271 7.158918 1.1 1.5 1.5 0.0721
H 3.295289 -6.287624 5.394743 0.1 1.2 1.9 0.1065
H 4.492494 -5.379060 6.592233 -2.4 -0.8 -0.4 0.1072
H 2.207891 -3.932598 7.499312 0.4 -1.3 -2.2 0.1124
H 3.052181 -3.519841 5.859773 -1.5 -1.7 1.2 0.1104
H 1.311781 -4.153904 4.434915 -0.7 -0.9 2.3 0.1134
H 0.723763 -5.680228 5.371075 0.5 2.3 0.6 0.0694
H 0.296894 -2.557830 6.375335 -1.1 -2.1 -0.8 0.1207
H -0.876587 -3.314949 5.109788 1.0 -0.7 2.0 0.0987
H -2.125640 -3.668989 7.264927 2.3 -1.0 0.3 0.1199
H -0.609505 -3.764394 8.381456 -0.5 -0.8 -2.4 0.1141
H -1.512040 -6.019567 8.535732 0.7 0.5 -2.4 0.1185
H -0.251984 -6.391324 7.185615 -2.0 1.4 0.2 0.0968
H -2.657971 -7.453403 6.854770 0.2 2.3 -0.6 0.1051
H -3.536738 -5.786410 6.853303 2.1 -0.7 -0.8 0.1074
H -2.700132 -5.407517 4.274732 0.2 -0.3 -0.3 -0.0060
F -2.974613 -0.601003 0.083279 -0.1 0.3 -0.1 0.0513
C -2.757265 -1.862150 0.479363 0.2 -1.2 0.4 -0.3038
C -3.562240 -2.882796 -0.014552 0.0 0.1 -0.1 -0.0172
C -3.333005 -4.196732 0.393619 0.3 0.2 0.2 -0.0774
C -2.307197 -4.474126 1.300564 0.0 0.0 -0.1 -0.0978
C -1.507886 -3.442117 1.794516 -0.4 0.0 -0.3 -0.0728
C -1.730217 -2.129959 1.377565 0.0 0.1 0.0 -0.0136
H -4.359593 -2.647245 -0.711830 0.1 0.0 0.1 0.1165
H -3.951776 -5.002854 0.007303 0.1 0.2 0.1 0.1068
H -2.131626 -5.498513 1.622086 0.0 0.2 0.0 0.0684
H -0.712738 -3.659904 2.503468 -0.1 0.1 -0.1 0.0959
H -1.112703 -1.316874 1.744576 -0.1 0.0 -0.1 0.1141
F -0.756553 1.543382 1.577579 0.1 -0.3 0.1 0.0572
C -1.303804 2.694889 1.166285 -0.5 1.0 -0.4 -0.2955
C -0.826747 3.898669 1.673218 0.0 0.0 0.0 -0.0160
C -1.392798 5.098124 1.241389 -0.2 -0.3 -0.2 -0.1107
C -2.438070 5.079738 0.314649 0.1 0.0 0.0 -0.1114
C -2.913321 3.866097 -0.184492 0.3 0.1 0.3 -0.0708
C -2.339597 2.667572 0.239082 0.0 -0.1 0.0 -0.0100
H -0.019792 3.892958 2.398644 -0.1 0.0 -0.1 0.1193
H -1.021754 6.044965 1.625794 0.0 -0.2 -0.1 0.1078
H -2.882268 6.015292 -0.018516 0.1 -0.2 0.0 0.1026
H -3.729709 3.854086 -0.902594 0.2 0.0 0.1 0.1080
H -2.690706 1.715695 -0.145339 0.1 0.1 0.1 0.0988
F 0.202517 6.742407 -0.556325 0.1 0.0 0.2 0.0554
C 0.072564 7.043363 -1.855230 -0.1 0.2 -1.1 -0.2879
C -0.945986 7.898774 -2.260793 0.0 0.0 0.1 -0.0229
C -1.078499 8.216472 -3.612492 0.4 -0.3 0.0 -0.0790
C -0.196701 7.665917 -4.545819 -0.1 0.1 0.0 -0.0930
C 0.819293 6.804330 -4.129461 -0.3 0.2 0.2 -0.0778
C 0.958381 6.495748 -2.776513 0.0 0.0 0.1 -0.0136
H -1.626610 8.310227 -1.522613 0.1 0.0 0.0 0.1125
H -1.866696 8.890414 -3.938829 0.1 -0.1 0.1 0.1050
H -0.303188 7.910458 -5.600538 0.0 -0.1 0.2 0.0888
H 1.501857 6.373804 -4.858199 -0.1 0.1 0.1 0.1011
H 1.747951 5.834936 -2.434413 -0.1 0.1 0.0 0.1159
F 1.190331 -4.970308 -2.979832 0.0 -0.2 0.0 0.0628
C 1.165476 -3.649060 -2.760060 0.0 1.1 0.2 -0.2855
C 2.238707 -2.866631 -3.171925 0.0 -0.1 0.0 -0.0277
C 2.210960 -1.490176 -2.947906 -0.4 -0.1 0.2 -0.0826
C 1.113920 -0.912507 -2.304027 0.0 0.0 0.0 -0.0880
C 0.043809 -1.707027 -1.889864 0.4 -0.1 -0.2 -0.0724
C 0.066903 -3.081679 -2.124032 0.0 -0.1 0.0 -0.0072
H 3.085945 -3.334038 -3.663016 -0.1 0.0 0.1 0.1079
H 3.041561 -0.868616 -3.273041 -0.1 -0.1 0.0 0.1007
H 1.094704 0.160496 -2.125511 0.0 -0.2 0.0 0.1021
H -0.807085 -1.255756 -1.385248 0.2 -0.1 -0.1 0.0900
H -0.760348 -3.712845 -1.816764 0.1 0.0 0.0 0.1120
F 4.431507 0.047230 -5.792406 -0.1 0.2 0.1 0.0576
C 4.882471 -1.081785 -6.355053 0.4 -1.0 -0.5 -0.2890
C 4.073603 -2.212858 -6.362812 -0.1 0.1 0.0 -0.0245
C 4.540734 -3.387141 -6.953091 0.4 0.3 0.0 -0.0786
C 5.817201 -3.420307 -7.519933 -0.1 0.0 0.0 -0.0974
C 6.623508 -2.281228 -7.502658 -0.4 -0.1 0.1 -0.0841
C 6.151746 -1.104090 -6.922293 0.0 0.1 0.0 -0.0190
H 3.088252 -2.170707 -5.910309 0.1 0.0 -0.1 0.1047
H 3.913049 -4.274627 -6.971246 0.1 0.2 0.0 0.1069
H 6.182876 -4.337704 -7.976260 -0.1 0.2 0.1 0.1010
H 7.618228 -2.310621 -7.940804 -0.2 0.0 0.1 0.1050
H 6.761706 -0.206943 -6.908047 -0.1 -0.1 0.0 0.1152
F -6.840658 5.221514 5.679233 -0.2 0.1 0.1 0.0601
C -5.857700 4.481829 5.148880 0.8 -0.6 -0.4 -0.2927
C -5.070919 5.015732 4.134199 0.0 0.0 0.0 -0.0118
C -4.044038 4.247783 3.585246 -0.2 -0.3 0.3 -0.0660
C -3.822264 2.949143 4.050143 0.0 0.0 0.0 -0.0853
C -4.620638 2.420375 5.065493 0.0 0.4 -0.2 -0.0828
C -5.640081 3.192542 5.621847 -0.1 0.0 0.0 -0.0223
H -5.263296 6.023239 3.780117 0.0 -0.1 0.1 0.1150
H -3.418293 4.658813 2.796927 -0.2 -0.1 0.2 0.0779
H -3.024093 2.348921 3.618603 -0.1 0.1 0.1 0.0946
H -4.448790 1.407919 5.422852 -0.1 0.2 0.0 0.1039
H -6.264348 2.800500 6.417913 0.0 0.1 -0.1 0.1138
F -0.021723 6.664449 -7.685832 -0.2 0.1 0.1 0.0545
C 0.961235 5.924764 -8.216185 0.9 -0.7 -0.5 -0.2918
C 1.748016 6.458667 -9.230866 0.0 0.1 0.0 -0.0183
C 2.774897 5.690718 -9.779819 -0.2 -0.3 0.3 -0.0831
C 2.996671 4.392078 -9.314922 0.0 0.1 0.0 -0.0972
C 2.198297 3.863310 -8.299572 0.0 0.4 -0.2 -0.0805
C 1.178854 4.635477 -7.743218 -0.1 0.0 0.0 -0.0215
H 1.555639 7.466174 -9.584948 0.0 -0.1 0.1 0.1154
H 3.400642 6.101748 -10.568138 -0.1 0.0 0.1 0.1047
H 3.794842 3.791856 -9.746462 -0.2 0.1 0.1 0.1009
H 2.370145 2.850854 -7.942213 -0.1 0.2 0.0 0.1051
H 0.554587 4.243435 -6.947152 0.0 0.1 -0.1 0.1166
```
Forces are in eV/Å.

- Kohn-Sham gap (Eh) = 0.3294
- E_HOMO (eV) = -9.05
- spin multiplicity = 1
- structure (SMILES) = CCCCCCCCBI.Fc1ccccc1.Fc1ccccc1.Fc1ccccc1.Fc1ccccc1.Fc1ccccc1.Fc1ccccc1.Fc1ccccc1



Entry 2:
The following is a quantum chemistry calculation of a structure of composition C50H56N2O2ReS, from the Open Molecules 2025 dataset.

```
112
Properties=species:S:1:pos:R:3:forces:R:3:lowdin_spin:R:1
Re -1.151380 0.688556 0.491924 -0.2 0.9 0.7 -0.4760
C -4.318821 2.190701 1.549053 0.0 0.0 0.1 0.0016
C -4.088873 0.869910 2.295051 -0.2 0.0 0.1 0.0006
C -3.470900 -0.240269 1.440045 0.3 0.1 0.3 0.0034
C -3.363965 1.169148 3.592786 0.1 0.1 0.0 0.0102
C -4.134392 1.287210 4.738949 0.0 0.0 0.0 -0.0019
C -3.599610 1.763417 5.926033 0.0 0.0 0.0 0.0116
C -2.294237 2.207298 5.941594 0.0 0.0 0.0 -0.0013
C -1.474030 2.106878 4.820937 0.0 0.0 0.0 0.0124
C -0.138615 2.838449 4.859004 0.1 0.0 -0.1 0.0014
C 0.808377 2.312870 5.937442 0.0 0.0 0.0 0.0006
C -0.380542 4.338460 5.050627 0.0 0.0 0.0 0.0003
C -1.989329 1.482070 3.670286 -0.1 0.0 -0.3 0.0042
N -1.131743 1.168597 2.581759 0.2 -0.2 -0.2 0.1227
C 0.066960 0.674465 2.897511 0.2 -0.2 -0.1 0.1020
C 1.065096 0.584356 1.926775 -0.1 0.3 0.2 0.1149
N 0.901992 1.126703 0.701617 0.1 -0.8 -0.2 0.1541
C 2.011298 1.137211 -0.207194 0.0 0.2 0.3 -0.0096
C 3.317462 0.653092 0.101025 0.1 0.0 0.0 0.0273
C 4.159978 0.370529 -0.976283 -0.1 0.0 0.0 -0.0039
C 3.838456 0.662483 -2.284678 0.0 0.0 0.0 0.0294
C 2.687555 1.388097 -2.519634 0.0 0.0 0.0 -0.0044
C 1.798084 1.676091 -1.496422 0.0 0.0 -0.1 0.0251
C 0.762192 2.747978 -1.758634 -0.1 0.0 0.0 0.0020
C 1.475127 4.106156 -1.784292 0.0 0.0 0.0 0.0016
C -0.047311 2.557323 -3.038209 0.0 0.0 0.0 0.0016
C 4.082048 0.581326 1.440345 0.1 0.0 0.0 0.0030
C 4.131664 -0.785609 2.135553 0.0 0.0 -0.1 0.0018
C 3.873663 1.789950 2.371915 -0.1 0.0 0.0 0.0023
H -3.397114 2.769302 1.483160 -0.2 -0.1 0.1 0.0006
H -5.046753 2.797752 2.088510 0.0 0.0 0.0 0.0001
H -4.695839 2.026262 0.539772 0.0 0.0 -0.1 0.0001
H -5.080827 0.509510 2.583797 0.1 -0.1 0.0 0.0001
H -2.784781 -0.825911 2.043835 -0.1 -0.1 0.0 0.0004
H -3.013641 0.165870 0.490635 -0.4 0.0 -0.3 0.0006
H -4.224636 -0.924762 1.051954 0.0 0.1 -0.2 -0.0004
H -5.182096 1.018005 4.688031 0.0 0.0 0.0 -0.0004
H -4.212600 1.831688 6.813593 0.0 0.0 0.0 0.0008
H -1.901214 2.672402 6.836731 0.0 0.0 0.0 -0.0002
H 0.352786 2.727766 3.891101 0.0 0.0 0.1 0.0013
H 0.401680 2.489224 6.934700 0.0 0.0 0.0 0.0000
H 1.769974 2.823929 5.878575 0.0 0.0 0.0 0.0000
H 0.986628 1.241789 5.842590 0.0 0.0 0.0 0.0000
H -0.840202 4.547380 6.017717 0.0 0.0 0.0 0.0000
H -1.037054 4.732580 4.275385 0.0 0.0 0.0 0.0000
H 0.564393 4.880929 5.005709 0.0 0.0 0.0 0.0001
H 0.291016 0.279448 3.883521 -0.2 0.0 0.1 0.0043
H 1.938699 0.035497 2.211657 0.3 0.1 -0.1 0.0056
H 5.136872 -0.040478 -0.752461 0.0 0.0 0.0 -0.0008
H 4.521235 0.425536 -3.088986 0.0 0.0 0.0 0.0018
H 2.488836 1.774462 -3.509025 0.0 0.0 -0.1 -0.0007
H 0.093873 2.773610 -0.909124 0.0 0.0 0.0 -0.0003
H 2.179507 4.156834 -2.616692 0.0 0.0 0.0 -0.0001
H 2.030586 4.280124 -0.861994 0.0 0.0 0.0 0.0000
H 0.750678 4.912075 -1.903239 -0.1 0.0 0.0 0.0004
H 0.577046 2.694422 -3.922417 0.0 0.0 0.0 0.0002
H -0.846347 3.297766 -3.085740 0.0 0.0 0.0 0.0001
H -0.495883 1.569250 -3.088025 0.0 0.0 0.0 0.0007
H 5.112133 0.709455 1.098634 0.0 0.0 0.1 0.0005
H 3.183700 -1.153106 2.517115 -0.1 0.0 0.1 0.0001
H 4.829449 -0.745348 2.973031 0.0 0.0 0.0 0.0002
H 4.490882 -1.539680 1.434736 0.0 0.0 0.0 0.0000
H 2.844359 2.126416 2.458634 -0.1 -0.1 0.0 0.0011
H 4.450255 2.638634 2.002751 0.0 0.0 0.0 0.0003
H 4.231340 1.560858 3.376567 0.0 0.0 0.0 0.0000
C -1.223690 -0.175742 -1.331666 0.1 0.2 -0.3 0.1943
C -1.284358 -0.681574 -2.460790 0.1 0.0 0.2 -0.0129
C -1.352304 -1.290379 -3.696418 -0.1 -0.1 -0.1 0.2701
C -2.678922 -1.777483 -4.119138 0.1 0.1 0.0 0.0129
C -3.830881 -1.094971 -3.712113 0.0 0.0 0.0 0.0421
C -5.090644 -1.559019 -4.044454 0.0 0.0 0.0 -0.0043
C -5.236038 -2.726449 -4.783444 0.0 0.0 0.0 0.0491
C -4.104009 -3.423572 -5.179733 0.0 0.0 0.0 -0.0050
C -2.840642 -2.955804 -4.854761 0.0 -0.1 0.0 0.0440
C -0.147362 -1.443948 -4.509073 -0.2 0.1 0.0 0.0104
C -0.222652 -1.706919 -5.884821 0.0 0.0 -0.1 0.0582
C 0.922628 -1.833008 -6.650501 0.0 0.0 0.0 -0.0065
C 2.175738 -1.687070 -6.069323 0.0 0.0 0.0 0.0686
C 2.264114 -1.375161 -4.719367 0.0 0.0 0.0 -0.0058
C 1.120698 -1.241693 -3.951017 0.1 0.0 -0.1 0.0576
H -3.719705 -0.185278 -3.135578 0.0 0.0 0.0 0.0009
H -5.964086 -1.004882 -3.727853 0.0 0.0 0.0 -0.0014
H -6.220725 -3.089581 -5.043750 0.0 0.0 0.0 0.0032
H -4.202295 -4.343714 -5.740022 0.0 0.0 0.0 -0.0014
H -1.971290 -3.529195 -5.145664 0.0 0.0 0.0 0.0011
H -1.189411 -1.784156 -6.360515 0.0 0.0 0.0 0.0023
H 0.835005 -2.031636 -7.710301 0.0 0.0 0.0 -0.0020
H 3.070962 -1.789812 -6.667143 0.0 0.0 0.0 0.0045
H 3.230830 -1.216797 -4.258822 0.0 0.0 0.0 -0.0017
H 1.202225 -0.943416 -2.915206 0.0 0.0 0.0 0.0020
C 4.266836 -4.752697 -0.788357 0.0 0.0 0.0 0.0001
C 3.030110 -4.045818 -0.308901 0.0 0.0 0.0 0.0004
C 2.709722 -3.999687 1.040425 0.0 0.0 0.1 0.0001
C 1.579420 -3.327318 1.491286 0.1 0.0 -0.1 0.0009
C 0.762909 -2.709898 0.564094 0.0 0.1 0.1 0.0014
C 1.045931 -2.751364 -0.796420 0.0 0.1 0.0 0.0023
C 2.181534 -3.412904 -1.220151 0.0 0.0 0.0 0.0007
S -0.688642 -1.880046 1.186858 0.1 0.0 0.2 0.0070
C -1.937509 -2.845606 0.323072 0.0 -0.2 0.0 0.0042
O -0.794671 -2.196704 2.636957 0.0 0.0 -0.3 0.0086
H 4.763684 -5.276514 0.025814 0.0 0.0 0.0 0.0000
H 4.977237 -4.043688 -1.216198 0.0 0.0 0.0 0.0000
H 4.025195 -5.478709 -1.565613 0.0 0.0 0.0 0.0000
H 3.355560 -4.489761 1.758655 0.0 0.0 0.0 0.0000
H 1.318541 -3.294396 2.538911 0.0 0.0 0.1 0.0000
H 0.394491 -2.263846 -1.511092 0.0 0.0 0.1 0.0012
H 2.413100 -3.436657 -2.278104 0.0 0.0 0.0 0.0002
H -1.525341 -3.828322 0.107325 -0.1 0.0 0.0 0.0001
H -2.229688 -2.335180 -0.590024 0.0 0.0 -0.1 0.0018
H -2.769386 -2.923939 1.016991 -0.1 0.0 0.0 0.0004
O -2.395841 3.215764 -0.645108 0.3 -0.3 0.1 0.0123
C -1.889516 2.275619 -0.188571 0.0 -0.1 -0.2 0.0241
```
Forces are in eV/Å.

- Kohn-Sham gap (alpha / beta) (Eh) = 0.2093 / 0.2394
- E_HOMO (alpha / beta) (eV) = -6.17 / -7.57
- spin multiplicity = 2



Which of these has the highest spin multiplicity? C50H56N2O2ReS



Among the records above, which one has the lowest spin multiplicity? C50H53BF7I



The highest spin multiplicity belongs to which entry? C50H56N2O2ReS